Entry 1:
# C19H22BrNSm

C19H22BrNSm as an isolated structure at a distorted geometry (ωB97M-V/def2-TZVPD, the OMol25 dataset).

XYZ file:
```
44
Properties=species:S:1:pos:R:3
C -1.20762 -0.77550 -1.86614
C -1.26576 -1.79548 -0.85284
C -2.00333 -1.25553 0.26952
H -0.75177 -2.75219 -0.87075
C -2.40098 0.09485 -0.06137
C -1.89692 0.39712 -1.37454
H -1.97146 1.36340 -1.86728
H -0.68790 -0.86077 -2.81541
H -2.10844 -1.72196 1.24126
H -2.89984 0.78983 0.60566
Sm -0.02535 0.01428 0.22286
Br 0.84016 -1.91091 1.62882
C 2.03338 1.18967 0.35524
C 1.19331 1.97074 -0.52349
C 1.02132 1.20970 -1.74678
H 0.68186 2.89679 -0.26270
C 1.73338 -0.03179 -1.61409
C 2.38054 -0.03871 -0.33092
H 2.94268 -0.86267 0.09827
H 2.24968 1.41151 1.39231
H 0.39968 1.51321 -2.58571
H 1.75180 -0.85270 -2.32666
C 2.30494 3.22130 5.41456
N 2.43620 1.88267 4.86766
C 2.72210 0.80448 5.80302
C 1.63593 1.53369 3.66022
C 0.17254 1.12387 3.80909
C -0.39557 1.28040 5.08364
C -1.70013 0.89072 5.37815
C -2.45516 0.33978 4.38191
C -1.87788 0.19178 3.08665
C -0.60190 0.57460 2.78498
H 3.10592 3.42464 6.13768
H 1.33587 3.37153 5.94647
H 2.36543 3.98025 4.62232
H 1.84053 0.55364 6.43604
H 3.02189 -0.11102 5.27524
H 3.53974 1.08472 6.48011
H 1.66459 2.41490 2.98959
H 2.14172 0.65435 3.22918
H 0.14655 1.70194 5.94264
H -2.10593 1.02036 6.37362
H -3.47733 0.03144 4.57724
H -2.63967 -0.24764 2.41635
```

* <S²>: 8.76
* multiplicity: 6
* HOMO level (spin up / spin down): -0.14254 / -0.14264 Ha
* DFT total energy: -109495.9062 eV
* F_max: 0.0683 Eh/bohr
* orbital gap (spin up / spin down): 6.498 / 6.501 eV
* net charge: -1


Entry 2:
# C19H22CaN4O3S

C19H22CaN4O3S as an isolated structure at a distorted geometry (ωB97M-V/def2-TZVPD, the OMol25 dataset).

XYZ file:
```
50
Properties=species:S:1:pos:R:3
Ca -0.29145 -0.00478 0.34706
C -1.22583 -1.03369 -5.44640
C -2.00553 -2.34449 -5.33027
C -3.41001 -2.12102 -5.91862
C -1.26851 -3.41844 -6.15043
C -2.13812 -2.82138 -3.89332
C -2.85547 -4.00929 -3.63603
C -3.01771 -4.51847 -2.37006
C -2.46281 -3.80923 -1.31000
S -2.52051 -4.17135 0.37561
C -1.62813 -2.72851 0.70581
N -1.29945 -2.02642 -0.35541
C -1.75708 -2.61715 -1.52452
C -1.58633 -2.13759 -2.82540
C -1.27707 -2.35595 2.07880
C -1.60795 -3.18526 3.16050
C -1.24047 -2.84415 4.44927
C -0.52400 -1.68417 4.69760
C -0.18849 -0.83710 3.64088
C -0.59371 -1.18512 2.38080
H -1.17731 -0.74759 -6.49625
H -0.20090 -1.14244 -5.08525
H -1.72284 -0.22485 -4.90587
H -3.32439 -1.76136 -6.94398
H -3.95177 -1.37270 -5.33731
H -4.00218 -3.03491 -5.93647
H -1.15973 -3.08160 -7.18137
H -1.80583 -4.36598 -6.16381
H -0.27246 -3.59436 -5.74052
H -3.29639 -4.54391 -4.46532
H -3.56113 -5.43752 -2.19883
H -1.01559 -1.23449 -2.98121
H -2.14763 -4.10482 2.97525
H -1.50724 -3.49327 5.27246
H -0.21760 -1.41464 5.69883
H 0.37277 0.06306 3.85949
C 1.81025 2.41316 3.13142
O 1.93697 3.09941 1.86636
C 1.68717 2.43975 0.76945
O 1.39981 1.21908 0.70832
N 1.81121 3.28108 -0.28219
N 1.80406 2.85220 -1.58666
H 2.30376 3.04619 3.85958
H 2.29540 1.44045 3.08868
H 0.75399 2.31358 3.38073
H 2.02282 4.24977 -0.08891
H 2.64917 2.33910 -1.83844
H 1.68746 3.64184 -2.21223
O 0.08593 0.63398 -2.71686
N -0.15457 1.38156 -1.84567
```

* relative energy (zero: lowest compared OMol25 entry of this formula, charge and spin): 297.4 kJ/mol
* multiplicity: 1
* HOMO level (spin up / spin down): -0.51214 / -0.51153 Ha
* DFT total energy: -61420.5038 eV
* F_max: 0.0588 Eh/bohr
* orbital gap (spin up / spin down): 7.227 / 5.027 eV
* net charge: +2


Entry 3:
# C19H22F3N3O5S

The molecule C19H22F3N3O5S at a distorted geometry (ωB97M-V/def2-TZVPD, the OMol25 dataset).

XYZ file:
```
53
Properties=species:S:1:pos:R:3
C 1.69934 2.14729 1.32847
C 0.77273 1.46461 0.38740
C 0.89804 0.23601 -0.21501
C 1.92496 -0.82754 -0.06117
O 1.69807 -1.80913 0.63839
N 3.09333 -0.64967 -0.69942
C 3.33657 0.36289 -1.70202
C 3.35934 -0.30351 -3.08678
O 4.32781 -1.32510 -3.12957
C 4.03104 -2.32547 -2.17816
C 4.04962 -1.73885 -0.76244
C -0.27100 0.04084 -0.99294
S -0.58758 -1.51729 -1.74692
O -1.76830 -1.45615 -2.55445
O 0.61740 -2.00752 -2.34998
N -0.87658 -2.48575 -0.39343
C -1.74612 -1.92022 0.53578
C -3.03161 -1.55251 0.14093
C -3.87181 -0.91047 1.02841
C -3.43540 -0.65211 2.31801
O -4.33715 0.03312 3.18112
C -3.89045 1.11541 3.76571
F -4.90766 1.83671 4.22759
F -3.18166 1.92966 2.94752
F -3.07586 0.90306 4.81830
C -2.17926 -1.05097 2.74213
C -1.33676 -1.68251 1.84652
C -1.07222 1.14783 -0.84139
C -2.39586 1.43195 -1.44685
N -0.41986 2.01143 -0.01200
C -0.94514 3.27005 0.44408
H 2.10020 3.06541 0.89662
H 2.52820 1.48318 1.55599
H 1.18986 2.39947 2.25771
H 2.55951 1.12496 -1.66110
H 4.31248 0.81867 -1.49864
H 3.63547 0.41764 -3.85780
H 2.36354 -0.71949 -3.29565
H 4.79536 -3.09539 -2.29104
H 3.03555 -2.74635 -2.37663
H 3.76284 -2.49002 -0.02667
H 5.04464 -1.34491 -0.53116
H 0.02392 -2.72375 0.01720
H -3.34196 -1.75058 -0.87125
H -4.86406 -0.60724 0.73556
H -1.84859 -0.86299 3.75153
H -0.34192 -1.97221 2.14774
H -2.68196 0.58236 -2.05987
H -3.14752 1.58981 -0.67410
H -2.35648 2.32102 -2.07701
H -1.53723 3.13400 1.35213
H -0.12819 3.95772 0.65383
H -1.58163 3.70261 -0.32522
```

* multiplicity: 1
* HOMO level: -0.31908 Ha
* DFT total energy: -53756.3976 eV
* F_max: 0.0382 Eh/bohr
* SMILES string: Cc1c(C(=O)N2CCOCC2)c(S(=O)(=O)Nc2ccc(OC(F)(F)F)cc2)c(C)n1C
* orbital gap: 9.140 eV
* net charge: 0


Entry 4:
# C19H22FeO9

C19H22FeO9 as an isolated structure at a distorted geometry (ωB97M-V/def2-TZVPD, the OMol25 dataset).

XYZ file:
```
51
Properties=species:S:1:pos:R:3
C 4.49829 -1.55044 2.52587
C 3.67769 -0.35650 2.11329
O 2.29586 -0.75097 2.06171
C 1.49265 0.22398 1.56548
C 0.10166 -0.22583 1.50944
C -0.90149 0.82822 1.56968
O -0.64155 2.02022 1.44003
O -2.16998 0.39579 1.76273
C -3.12007 1.48091 1.91020
C -4.43978 0.84689 2.26427
C -0.13558 -1.67944 1.43968
O 0.63576 -2.44324 0.86679
O -1.28672 -2.08172 2.01492
C -1.56629 -3.50480 1.91594
C -3.02894 -3.69950 2.23206
O 1.93325 1.30552 1.19066
H 5.55328 -1.27594 2.48693
H 4.28099 -1.87688 3.54665
H 4.34339 -2.39707 1.85163
H 3.79622 0.47185 2.82817
H 3.97664 -0.01064 1.11332
H -2.78659 2.16892 2.70034
H -3.17780 2.02781 0.95718
H -5.22139 1.60945 2.31156
H -4.73315 0.10098 1.51788
H -4.39591 0.35550 3.24382
H -1.33979 -3.84086 0.89563
H -0.92853 -4.03987 2.63511
H -3.29895 -4.75333 2.12567
H -3.27586 -3.39410 3.25447
H -3.65272 -3.12581 1.53837
O 2.49565 4.04465 -3.06628
C 1.78840 3.11873 -3.05818
Fe 0.55055 1.92547 -3.47003
C -0.75067 3.24197 -3.57631
O -1.34921 4.20292 -3.83295
C 0.81683 2.19733 -5.22217
O 1.00441 2.61123 -6.29207
C 0.43119 1.25354 -1.49088
C 1.74632 0.59948 -1.72681
C 1.85586 0.46744 -3.20495
C 0.76862 -0.18264 -3.83761
C -0.50373 -0.07244 -3.28212
C -0.68211 0.76040 -2.17012
H 0.31300 1.89609 -0.61424
H 2.58030 1.14569 -1.25414
H 1.74992 -0.39328 -1.23088
H 2.83985 0.50165 -3.67694
H 0.91591 -0.69588 -4.78966
H -1.37617 -0.50301 -3.77547
H -1.67951 1.05154 -1.81763
```

* <S²>: 6.12
* relative energy (zero: lowest compared OMol25 entry of this formula, charge and spin): 48.0 kJ/mol
* multiplicity: 5
* HOMO level (spin up / spin down): -0.21010 / -0.28941 Ha
* DFT total energy: -72868.8280 eV
* F_max: 0.1228 Eh/bohr
* orbital gap (spin up / spin down): 6.280 / 5.135 eV
* net charge: 0


Entry 5:
# C19H22N2O4

The molecule C19H22N2O4 (ωB97M-V/def2-TZVPD, the OMol25 dataset).

XYZ file:
```
47
Properties=species:S:1:pos:R:3
C -5.00310 -0.10226 -1.89614
O -4.37181 0.98158 -1.25841
C -3.27456 0.73345 -0.48910
C -2.69318 1.83670 0.12886
C -1.57454 1.68846 0.92481
C -1.00739 0.43493 1.12807
O 0.11086 0.22405 1.89767
C 0.65691 1.30840 2.61363
C -1.58525 -0.68424 0.51196
C -1.01010 -2.07327 0.70291
C -1.23557 -2.56725 2.13355
N 0.39903 -2.07264 0.37957
C 0.93546 -2.76410 -0.64841
O 0.38637 -3.66907 -1.23915
N 2.24774 -2.39840 -0.94052
C 2.81447 -1.14082 -0.75969
C 4.18062 -1.01651 -0.50517
C 4.73691 0.22991 -0.28323
C 3.94757 1.36497 -0.31117
C 2.59428 1.26112 -0.62847
C 1.77849 2.50185 -0.70003
C 0.66192 2.50904 -1.71174
O 2.00708 3.44994 0.01832
C 2.03592 0.01129 -0.86183
C -2.70525 -0.51928 -0.28917
H -5.84341 0.32638 -2.43986
H -4.33201 -0.60065 -2.60304
H -5.37651 -0.83326 -1.17183
H -3.12987 2.80971 -0.02736
H -1.14347 2.56494 1.38049
H 1.03888 2.08806 1.94949
H 1.48572 0.89079 3.18379
H -0.07500 1.73967 3.30278
H -1.48250 -2.76783 0.00041
H -0.73125 -1.91116 2.83722
H -2.29885 -2.57643 2.35820
H -0.84123 -3.57413 2.24149
H 0.95346 -1.39035 0.87376
H 2.78978 -3.09566 -1.42831
H 4.79560 -1.90370 -0.47107
H 5.79266 0.31333 -0.07323
H 4.36568 2.34040 -0.11671
H 0.97985 2.04526 -2.64154
H -0.18586 1.95045 -1.31536
H 0.34084 3.53211 -1.89075
H 0.99002 -0.07932 -1.11058
H -3.12540 -1.39646 -0.75509
```

* relative energy (zero: lowest compared OMol25 entry of this formula, charge and spin): 136.8 kJ/mol
* multiplicity: 1
* HOMO level: -0.30121 Ha
* DFT total energy: -31230.8180 eV
* F_max: 0.0128 Eh/bohr
* SMILES string: COc1ccc(OC)c([C@H](C)NC(=O)Nc2cccc(C(C)=O)c2)c1
* orbital gap: 8.571 eV
* net charge: 0